# 1
Formula: C19H26N2O4
Source: the Open Molecules 2025 dataset
Level of theory: ωB97M-V/def2-TZVPD

```
51
Properties=species:S:1:pos:R:3:forces:R:3
C -5.836369 -3.346678 0.402611 0.1 0.2 0.0
C -5.266188 -1.953653 0.632843 0.0 0.1 -0.3
C -5.361670 -1.098826 -0.633496 -0.1 -0.4 0.2
O -4.882263 0.214519 -0.443568 0.3 0.3 0.1
C -3.545344 0.449247 -0.401617 0.0 0.2 0.0
C -2.546122 -0.479538 -0.645573 -0.4 0.0 0.0
C -1.208031 -0.114547 -0.610446 0.2 0.3 0.0
C -0.850359 1.191101 -0.320719 -0.3 -0.2 0.1
C 0.566690 1.635980 -0.228920 0.0 -0.1 -0.3
O 0.937279 2.490130 0.556338 0.0 0.2 0.2
N 1.403005 1.053230 -1.122805 0.1 -0.1 -0.3
C 2.832935 1.187568 -1.037428 0.1 0.0 0.1
C 3.503081 -0.169740 -0.747893 -0.1 0.3 0.2
C 4.957602 0.021994 -0.428630 0.1 -0.9 -0.7
C 6.043208 -0.749100 -0.733818 -0.6 0.3 0.1
C 7.158200 -0.128193 -0.119991 0.0 0.5 0.3
C 6.667055 0.969044 0.514522 0.8 -0.4 -0.1
O 5.340173 1.066102 0.336409 -0.4 0.3 0.1
N 2.758601 -0.901361 0.277785 0.0 -0.1 -0.2
C 3.131613 -2.298877 0.333367 0.0 0.0 0.0
C 2.804826 -0.296454 1.595833 0.0 0.0 0.0
C -1.846357 2.128469 -0.043001 -0.1 0.0 0.0
C -3.181984 1.781618 -0.086841 -0.1 -0.1 0.0
O -4.218602 2.628209 0.154946 0.1 -0.4 -0.1
C -3.919928 3.959240 0.498168 0.1 0.2 0.1
H -5.288038 -3.861287 -0.383818 0.0 -0.1 -0.1
H -5.767733 -3.938204 1.311825 0.0 -0.1 0.0
H -6.881626 -3.288133 0.108048 -0.1 -0.1 0.0
H -4.223225 -2.025288 0.947367 0.0 0.0 0.0
H -5.817046 -1.450517 1.429326 0.1 0.1 0.0
H -4.848164 -1.588228 -1.471282 -0.1 0.1 0.0
H -6.412346 -0.967439 -0.908404 0.1 -0.1 0.0
H -2.794810 -1.505214 -0.866985 -0.1 -0.1 0.0
H -0.455349 -0.872712 -0.768894 0.1 -0.1 0.0
H 1.049557 0.308759 -1.701259 -0.1 0.1 0.1
H 3.235228 1.584081 -1.976579 0.0 0.0 0.2
H 3.039459 1.904365 -0.240565 0.0 0.0 -0.2
H 3.442202 -0.785851 -1.655056 0.1 0.1 0.1
H 6.049571 -1.641039 -1.326983 -0.1 -0.2 -0.1
H 8.176728 -0.456624 -0.150174 0.2 0.0 0.0
H 7.139301 1.730315 1.102945 0.0 0.2 0.1
H 3.021211 -2.744542 -0.655096 0.0 -0.1 0.0
H 2.457990 -2.809199 1.020671 0.0 -0.1 0.0
H 4.164835 -2.458501 0.675889 0.0 0.0 0.0
H 3.805831 -0.329672 2.048431 0.0 0.0 0.0
H 2.474369 0.736786 1.544561 0.0 0.1 0.1
H 2.116950 -0.840323 2.242607 0.0 0.0 0.1
H -1.530792 3.128201 0.207840 0.0 0.1 0.1
H -3.324609 4.014877 1.415057 0.0 0.0 0.0
H -3.388517 4.473648 -0.309219 0.0 0.0 0.0
H -4.882015 4.442253 0.661682 0.1 0.0 0.0
```
Positions in Å, forces in eV/Å.

Calculated values
calculated total energy = -31294.125 eV
SMILES = CCCOc1ccc(C(=O)NC[C@@H](c2ccco2)N(C)C)cc1OC
energy above the lowest of the compared OMol25 structures with the same formula, charge and spin = 2.8290 eV
orbital gap = 8.8 eV
HOMO energy = -8.104 eV
total charge = 0

Mulliken atomic charge list, values in e, 2 entries: -1.2995, -0.1135

# 2
Formula: C19H26N3O3
Source: the Open Molecules 2025 dataset
Level of theory: ωB97M-V/def2-TZVPD

```
51
Properties=species:S:1:pos:R:3:forces:R:3
C -4.917589 -1.980423 4.061316 0.3 0.2 -0.3
C -3.948419 -2.085585 2.896028 -0.2 -0.5 0.3
O -3.437291 -0.796210 2.518396 0.0 0.3 -0.1
C -2.432178 -0.324096 3.256747 0.0 0.2 -0.2
O -1.871483 -0.895508 4.154084 0.0 -0.4 0.3
N -2.066931 0.940648 2.857556 0.0 0.1 -0.1
C -2.586814 1.616420 1.692804 -0.3 -0.1 -0.1
C -1.415585 2.267292 0.932883 -0.6 0.3 -0.1
N -0.205460 1.457488 1.170235 -0.2 -0.8 -0.2
C 0.851439 1.575414 0.155653 0.4 -0.1 -0.5
C 0.803570 0.225015 -0.614429 -0.4 0.4 0.6
O -0.013188 -0.577888 -0.161415 0.1 -0.1 -0.2
N 1.587844 -0.013352 -1.664942 0.0 -0.4 -0.2
C 2.580164 0.790119 -2.301291 0.6 0.3 -0.6
C 2.976462 2.150382 -1.843578 -0.1 -0.1 0.0
C 3.099277 0.116686 -3.356597 -0.3 0.2 0.4
C 4.147746 0.533103 -4.321555 0.0 0.1 0.1
C 2.447244 -1.170992 -3.432380 -0.3 0.0 0.4
C 2.598757 -2.235322 -4.307662 -0.1 0.1 0.1
C 1.815302 -3.359017 -4.112392 0.0 0.0 -0.1
C 0.902955 -3.417148 -3.067646 0.0 0.1 0.0
C 0.739411 -2.359789 -2.183727 -0.2 -0.1 0.2
C 1.522674 -1.239058 -2.381233 0.1 -0.4 -0.5
C 0.256415 1.605453 2.567342 0.1 0.1 0.8
C -0.968023 1.603034 3.506706 0.0 -0.1 0.2
H -5.336723 -2.960123 4.268934 -0.1 -0.1 0.0
H -5.725659 -1.293359 3.822222 -0.1 0.0 0.0
H -4.399068 -1.626461 4.948960 0.0 0.0 0.1
H -3.107219 -2.734949 3.155258 -0.1 0.1 -0.1
H -4.444820 -2.454944 1.997252 0.1 0.0 0.1
H -3.313776 2.385784 1.978784 0.1 0.0 -0.1
H -3.096294 0.879205 1.070402 0.1 0.2 0.0
H -1.638652 2.292220 -0.134173 0.1 0.0 0.0
H -1.229451 3.286737 1.279274 0.1 -0.1 -0.1
H -0.489887 0.420999 0.993901 0.2 0.7 0.2
H 1.822650 1.696345 0.634499 -0.1 0.1 0.0
H 0.665120 2.419134 -0.505613 0.0 0.0 0.1
H 2.169731 2.874887 -1.943956 0.0 0.1 0.0
H 3.791444 2.492655 -2.474354 0.0 0.0 0.0
H 3.343136 2.151602 -0.819139 0.0 0.1 0.1
H 4.972807 -0.177202 -4.293577 0.1 0.0 0.0
H 3.738763 0.523618 -5.330975 0.0 0.0 -0.1
H 4.535875 1.525162 -4.114739 0.1 0.0 -0.1
H 3.309155 -2.185980 -5.117156 0.1 0.0 -0.1
H 1.913909 -4.201785 -4.778513 0.0 -0.1 -0.1
H 0.304149 -4.304219 -2.933865 -0.1 -0.1 0.0
H 0.027244 -2.429673 -1.380213 0.0 0.0 0.0
H 0.918002 0.769017 2.797820 0.0 0.0 -0.1
H 0.810213 2.541721 2.668394 0.0 -0.1 -0.1
H -1.264209 2.623936 3.764274 0.1 0.0 0.0
H -0.742740 1.059011 4.425395 0.1 0.2 -0.1
```
Positions in Å, forces in eV/Å.

Calculated values
calculated total energy = -30732.824 eV
SMILES = CCOC(=O)N1CC[NH+](CC(=O)n2c(C)c(C)c3ccccc32)CC1
energy above the lowest of the compared OMol25 structures with the same formula, charge and spin = 0.0000 eV
orbital gap = 8.6 eV
HOMO energy = -11.083 eV
total charge = +1

Mulliken atomic charge list, values in e, 2 entries: -1.1287, -0.2625

# 3
Formula: C19H26N4O3
Source: the Open Molecules 2025 dataset
Level of theory: ωB97M-V/def2-TZVPD

```
52
Properties=species:S:1:pos:R:3:forces:R:3
C 5.325243 2.067442 -0.237140 0.0 0.0 0.0
C 4.764790 0.714232 -0.509048 0.4 -0.3 -0.3
C 5.443162 -0.260106 -1.181406 -0.3 0.3 0.3
C 4.850204 -1.520939 -1.402378 -0.4 -0.2 0.1
C 3.599252 -1.755947 -0.939053 0.5 -0.6 -0.4
N 2.904259 -0.798386 -0.265372 0.2 0.4 0.1
C 1.586851 -1.129993 0.196734 -0.3 0.1 0.1
O 1.162541 -2.253968 -0.057810 0.1 -0.1 -0.1
C 0.926181 -0.094093 0.898396 -0.1 0.2 0.1
C -0.443191 -0.258175 1.432183 0.3 -0.3 -0.1
O -1.015466 0.683169 2.008713 -0.1 0.3 0.1
N -1.015453 -1.450996 1.275228 -0.1 -0.3 -0.2
C -2.401691 -1.699782 1.581910 -0.4 0.0 0.2
C -3.100847 -2.418956 0.430738 0.2 0.2 -0.1
C -2.980062 -1.637139 -0.888935 -0.1 -0.2 0.2
N -3.204447 -0.212191 -0.708630 0.0 0.0 -0.2
C -2.197144 0.599930 -1.367407 0.3 0.3 0.1
C -2.254219 2.036728 -0.864354 0.0 0.0 -0.3
C -3.623561 2.620378 -1.177831 0.0 0.0 0.2
C -4.681681 1.715349 -0.562412 0.0 0.0 -0.4
C -4.541617 0.265017 -1.042536 -0.3 0.1 0.3
C -5.643514 -0.565761 -0.389219 0.2 0.1 -0.2
C 1.565274 1.152508 1.065832 0.3 -0.3 -0.2
O 0.984595 2.149034 1.680519 -0.3 -0.1 0.1
N 2.798091 1.387317 0.605781 -0.2 0.5 0.3
C 3.443987 0.444031 -0.030929 -0.2 -0.1 0.0
H 5.352519 2.243507 0.836007 0.0 0.1 0.1
H 4.671548 2.826425 -0.661183 0.0 0.1 0.0
H 6.324164 2.166659 -0.651868 0.1 0.0 0.0
H 6.440303 -0.071165 -1.549114 0.1 0.1 0.0
H 5.383548 -2.291429 -1.933403 0.0 -0.1 0.0
H 3.069956 -2.689477 -1.061194 0.0 0.1 0.0
H -0.485739 -2.166393 0.785220 0.1 0.2 0.0
H -2.477941 -2.302139 2.495234 -0.1 0.1 -0.1
H -2.868184 -0.727439 1.753416 0.0 -0.2 0.1
H -2.654358 -3.405591 0.286422 -0.1 -0.1 0.0
H -4.144632 -2.559752 0.706316 0.0 -0.1 0.0
H -3.659281 -2.072196 -1.636509 0.1 0.0 0.0
H -1.964344 -1.781515 -1.266693 -0.1 0.0 0.0
H -1.212889 0.179993 -1.145228 0.0 0.0 -0.1
H -2.328036 0.591762 -2.467812 0.0 0.0 0.0
H -2.095676 2.034255 0.214563 0.1 0.0 0.0
H -1.460863 2.622227 -1.332759 0.0 0.0 0.0
H -3.712308 3.632012 -0.777936 0.0 0.0 -0.1
H -3.763813 2.670907 -2.261194 0.0 0.1 0.0
H -4.570155 1.725693 0.522988 -0.1 0.0 0.1
H -5.680899 2.079086 -0.810049 -0.1 0.0 0.0
H -4.691117 0.239770 -2.143399 0.0 0.0 0.1
H -6.607480 -0.106870 -0.598535 -0.1 0.0 0.0
H -5.669041 -1.582379 -0.770744 0.0 -0.1 0.0
H -5.500498 -0.591226 0.687536 0.0 0.0 0.2
H 0.060452 1.811379 1.957807 0.3 0.0 -0.1
```
Positions in Å, forces in eV/Å.

Calculated values
calculated total energy = -32230.229 eV
SMILES = Cc1cccn2c(=O)c(C(=O)NCCCN3CCCC[C@@H]3C)c(O)nc12
energy above the lowest of the compared OMol25 structures with the same formula, charge and spin = 0.3329 eV
orbital gap = 8.2 eV
HOMO energy = -8.318 eV
total charge = 0

Mulliken atomic charge list, values in e, 2 entries: -1.3447, 0.8966

Q: Among the records above, which one has the lowest orbital gap?
A: C19H26N4O3

Q: Among the records above, which one has the highest energy above the lowest of the compared OMol25 structures with the same formula, charge and spin?
A: C19H26N2O4